21
Properties=species:S:1:pos:R:3 method="wB97M-V/def2-TZVPD" relative_energy_kcal_mol=51.8 max_force_ha_per_bohr=0.0953 gap_ha=0.3662 homo_ev=-8.957 total_charge=0 smiles=C[C@@H](N)CCCN
C -1.207 -1.623 0.346
C -0.432 -0.735 -0.498
C -0.694 0.753 -0.428
C -0.026 1.617 0.638
C 1.145 0.963 1.365
N 2.205 0.361 0.558
N -0.365 -1.360 -1.984
H -0.920 -2.661 0.442
H -2.203 -1.750 -0.239
H -1.278 -1.425 1.428
H 0.648 -0.959 -0.295
H -1.805 0.872 -0.333
H -0.378 1.113 -1.396
H 0.364 2.530 0.021
H -0.803 2.021 1.262
H 0.724 0.194 2.028
H 1.671 1.771 1.942
H 2.648 0.903 -0.138
H 1.944 -0.510 -0.041
H 0.117 -0.607 -2.464
H -1.353 -1.467 -2.213



16
Properties=species:S:1:pos:R:3 method="wB97M-V/def2-TZVPD" relative_energy_kcal_mol=98.0 max_force_ha_per_bohr=0.0085 gap_ha=0.3589 homo_ev=-8.650 total_charge=0
C 1.689 0.405 -0.889
C 0.807 0.867 0.270
C 0.205 -0.313 0.999
O -0.873 0.089 1.874
C -0.973 -1.087 0.524
C -1.760 -0.559 -0.632
H 2.476 -0.274 -0.541
H 2.174 1.254 -1.378
H 1.102 -0.129 -1.645
H 1.402 1.448 0.985
H 0.015 1.533 -0.085
H 0.971 -0.894 1.524
H -1.349 -0.903 1.881
H -1.563 0.474 -0.943
H -2.834 -0.691 -0.475
H -1.489 -1.220 -1.469



17
Properties=species:S:1:pos:R:3 method="wB97M-V/def2-TZVPD" relative_energy_kcal_mol=28.4 spin_multiplicity=3 max_force_ha_per_bohr=0.0822 gap_ha="0.2891 / 0.2711" homo_ev="-6.963 / -8.938" s_squared=2.076 total_charge=0
C 0.465 -2.658 -0.318
C 0.120 -0.272 -0.212
C -0.368 1.080 0.157
C 0.030 -3.864 -0.769
C -0.467 -1.510 -0.633
C -1.573 -2.008 -1.437
C 0.443 2.037 0.557
C 0.083 3.502 0.822
S -1.591 -3.666 -1.508
H 1.312 -2.249 0.247
H 1.105 -0.501 0.309
H -1.358 1.400 -0.247
H 0.437 -4.832 -0.496
H 1.504 1.782 0.961
H 0.773 4.271 0.376
H 0.025 3.718 1.958
H -0.942 3.770 0.234



34
Properties=species:S:1:pos:R:3 method="wB97M-V/def2-TZVPD" relative_energy_kcal_mol=113.4 max_force_ha_per_bohr=0.1040 gap_ha=0.2957 homo_ev=-7.455 total_charge=0 smiles=C[N+]1([C@H]([O-])c2ccccc2)CCCCC1
C -3.561 0.561 -2.955
C -3.109 -0.707 -2.541
C -1.940 -0.803 -1.786
C -1.199 0.338 -1.458
C 0.363 0.142 -1.153
O 0.928 1.193 -1.641
C -1.644 1.637 -1.886
C -2.833 1.715 -2.652
H -4.478 0.671 -3.533
H -3.663 -1.598 -2.842
H -1.511 -1.805 -1.608
H 0.589 -0.981 -1.480
H -0.983 2.485 -1.805
H -3.110 2.706 -3.021
C 2.514 -0.600 -0.284
N 1.035 -0.152 0.153
C 1.348 1.122 1.030
C 1.354 0.983 2.557
C 0.406 -0.076 3.125
C 0.803 -1.415 2.506
C 0.611 -1.427 0.974
H 2.404 -1.658 -0.654
H 2.996 0.003 -1.128
H 3.169 -0.569 0.649
H 2.382 1.368 0.744
H 0.774 2.035 0.752
H 2.387 0.651 2.819
H 1.114 1.977 3.002
H 0.603 -0.144 4.203
H -0.665 0.157 2.972
H 1.889 -1.585 2.712
H 0.181 -2.242 2.922
H -0.416 -1.751 0.719
H 1.262 -2.233 0.591



63
Properties=species:S:1:pos:R:3 method="wB97M-V/def2-TZVPD" relative_energy_kcal_mol=476.9 max_force_ha_per_bohr=0.3349 gap_ha=0.3088 homo_ev=-7.889 total_charge=0
C -6.983 -2.897 0.709
C -6.039 -2.180 -0.419
H -6.587 -1.945 -1.374
H -5.213 -2.759 -0.633
O -5.833 -1.027 -0.147
C -4.867 -0.838 0.908
O -4.221 -1.817 1.364
N -4.670 0.537 1.194
C -5.327 1.676 0.584
H -5.344 2.384 1.430
C -4.444 2.344 -0.461
N -3.133 1.776 -0.356
C -2.614 1.698 1.015
C -3.383 0.942 2.018
H -3.630 1.243 2.847
H -2.908 -0.104 2.215
H -1.526 1.556 1.274
H -2.889 2.855 1.544
C -1.977 2.304 -1.287
C -0.793 1.556 -0.985
N 0.321 2.142 -1.056
C 1.215 1.271 -0.745
C 2.703 1.401 -0.707
C 3.392 0.167 -0.551
C 2.836 -0.969 -1.058
C 1.555 -1.237 -0.962
C 0.732 -0.280 -1.000
N -0.587 0.312 -1.153
C -1.730 -0.881 -1.182
C -1.708 -1.341 -2.676
H -1.983 -0.354 -3.445
H -0.824 -1.743 -3.204
H -2.480 -2.023 -2.827
H -2.620 -0.542 -0.986
H -1.449 -1.762 -0.643
H 1.054 -2.031 -0.983
H 3.483 -2.014 -0.951
N 4.844 0.272 -0.325
C 5.791 -0.660 -0.471
O 5.487 -1.769 -0.428
C 7.284 -0.198 -0.152
C 7.443 0.131 1.410
C 6.539 0.980 1.916
H 6.554 1.845 1.407
H 5.525 0.675 1.863
H 7.137 1.127 2.892
C 7.699 -1.398 1.929
H 6.775 -1.917 1.878
H 8.370 -1.858 1.317
H 7.759 -1.090 2.981
H 8.616 0.538 1.146
H 7.307 0.881 -0.881
H 8.095 -0.759 -0.865
H 5.220 1.129 -0.439
H 3.291 2.190 -0.573
H -1.861 3.376 -0.904
H -2.519 1.957 -2.290
H -4.809 1.728 -1.374
H -4.412 3.342 -0.529
H -6.116 1.357 0.612
H -7.866 -2.397 0.765
H -6.406 -3.038 1.627
H -7.272 -3.866 0.178



97
Properties=species:S:1:pos:R:3 method="wB97M-V/def2-TZVPD" relative_energy_kcal_mol=3.7 max_force_ha_per_bohr=0.0439 gap_ha=0.2866 homo_ev=-7.709 total_charge=0
Na -0.024 -2.017 -1.308
C 2.303 -6.204 -1.245
C 1.161 -5.502 -1.638
N 0.932 -4.483 -0.830
N 1.902 -4.544 0.102
C 2.761 -5.573 -0.118
B 1.995 -3.485 1.221
N 0.583 -3.133 1.802
C 0.184 -3.331 3.041
C -1.017 -2.658 3.213
C -1.288 -2.103 1.937
N -0.301 -2.373 1.094
N 2.658 -2.144 0.780
C 3.527 -1.408 1.446
C 3.711 -0.221 0.737
C 2.890 -0.356 -0.349
N 2.224 -1.543 -0.345
H 2.790 -7.024 -1.722
H 0.484 -5.628 -2.459
H 3.598 -5.742 0.531
H 2.630 -3.939 2.167
H 0.708 -3.956 3.787
H -1.664 -2.630 4.074
H -2.116 -1.484 1.607
H 3.929 -1.707 2.389
H 4.287 0.651 0.952
H 2.698 0.342 -1.159
Cl -4.377 -1.404 -0.710
C -3.905 -3.063 -0.300
Cl -2.890 -3.894 -1.535
H -4.763 -3.701 -0.225
H -3.364 -3.070 0.611
C -2.256 3.105 -3.241
N -1.025 2.458 -3.656
C -0.034 3.283 -4.345
C -0.631 1.338 -3.069
N -0.428 0.327 -2.534
H -2.804 3.359 -4.136
H -2.097 3.971 -2.621
H -2.846 2.379 -2.683
H -0.395 3.656 -5.317
H 0.895 2.752 -4.497
H 0.184 4.163 -3.711
C 0.588 3.465 -0.488
C 0.669 3.499 1.077
C 0.306 4.904 1.621
C 2.074 3.237 1.526
Sb -0.516 1.757 1.779
C -0.036 1.646 3.903
C -1.116 0.818 4.621
C 0.104 2.965 4.625
C 1.254 0.812 4.051
C -2.550 2.722 1.861
C -2.877 3.500 3.120
C -2.809 3.583 0.620
C -3.544 1.564 1.787
H 1.116 4.359 -0.858
H -0.465 3.524 -0.827
H 1.019 2.579 -0.896
H 1.034 5.594 1.211
H 0.450 4.917 2.679
H -0.706 5.239 1.420
H 2.766 3.909 0.983
H 2.417 2.220 1.288
H 2.248 3.392 2.623
H -2.068 1.360 4.738
H -0.785 0.652 5.671
H -1.282 -0.141 4.159
H -0.815 3.554 4.559
H 0.906 3.552 4.173
H 0.334 2.811 5.685
H 1.185 -0.205 3.604
H 1.415 0.569 5.136
H 2.112 1.326 3.648
H -2.283 4.401 3.226
H -2.795 2.939 4.055
H -3.952 3.813 3.092
H -2.217 4.509 0.708
H -3.878 3.805 0.517
H -2.515 3.038 -0.272
H -3.417 0.897 2.630
H -3.427 0.979 0.877
H -4.565 2.009 1.804
C 0.522 -1.710 -5.870
P 0.830 -3.122 -4.722
C 0.525 -4.501 -5.861
C 2.558 -3.142 -4.304
O -0.019 -3.088 -3.474
H 1.209 -1.747 -6.712
H 0.577 -0.759 -5.359
H -0.498 -1.736 -6.300
H 0.970 -4.300 -6.834
H -0.574 -4.590 -5.992
H 0.893 -5.465 -5.493
H 3.213 -3.129 -5.158
H 2.782 -3.996 -3.679
H 2.822 -2.256 -3.716



57
Properties=species:S:1:pos:R:3 method="wB97M-V/def2-TZVPD" max_force_ha_per_bohr=0.0158 gap_ha=0.2605 homo_ev=-9.963 total_charge=+1
Cs -0.825 2.015 1.147
C 1.733 -3.119 -0.601
C 0.750 -2.244 0.175
S -0.569 -3.189 0.990
C 0.075 -3.363 2.678
C -0.387 -2.275 3.642
S 0.218 -0.606 3.278
C 1.794 -0.536 4.169
C 3.019 -1.118 3.483
S 3.414 -0.246 1.943
C 4.724 -1.342 1.333
C 4.220 -2.610 0.654
S 3.340 -2.314 -0.908
H 1.341 -3.386 -1.583
H 1.927 -4.057 -0.081
H 0.252 -1.547 -0.498
H 1.270 -1.641 0.918
H 1.162 -3.430 2.634
H -0.285 -4.328 3.037
H -0.117 -2.534 4.668
H -1.473 -2.193 3.600
H 1.655 -1.032 5.131
H 1.957 0.521 4.384
H 2.873 -2.179 3.273
H 3.868 -1.022 4.163
H 5.355 -1.614 2.182
H 5.351 -0.760 0.657
H 3.537 -3.141 1.318
H 5.056 -3.278 0.446
Cl -2.160 4.809 1.084
C -2.884 4.069 -0.394
C -2.106 3.239 -1.167
C -2.758 2.765 -2.278
Cl -1.863 1.693 -3.398
C -4.067 3.063 -2.643
Cl -4.801 2.441 -4.072
C -4.805 3.898 -1.801
Cl -6.437 4.291 -2.178
C -4.206 4.416 -0.652
Cl -5.108 5.449 0.386
N 3.223 0.394 -3.368
C 3.448 1.652 -2.570
C 2.591 1.566 -1.309
N 1.194 1.325 -1.584
C 0.982 0.167 -2.421
C 1.768 0.215 -3.724
H 3.513 -0.414 -2.800
H 3.800 0.398 -4.209
H 3.155 2.481 -3.214
H 4.513 1.719 -2.351
H 2.713 2.486 -0.736
H 2.964 0.746 -0.688
H 0.691 2.142 -1.921
H -0.079 0.064 -2.644
H 1.295 -0.718 -1.865
H 1.487 1.064 -4.346
H 1.683 -0.706 -4.300



15
Properties=species:S:1:pos:R:3 method="wB97M-V/def2-TZVPD" relative_energy_kcal_mol=67.7 max_force_ha_per_bohr=0.0529 gap_ha=0.3482 homo_ev=-8.730 total_charge=0
N 1.154 0.592 -1.360
C -0.261 0.414 -1.225
C -0.719 -0.575 -0.437
C 0.205 -1.676 -0.032
C 0.460 -2.006 1.243
H 1.354 1.585 -1.359
H 1.574 0.151 -0.553
H -0.984 1.164 -1.506
H -1.747 -0.784 -0.202
H 0.538 -2.297 -0.849
H 0.069 -1.729 2.228
H 0.690 -3.070 1.358
H -0.211 2.292 0.712
H -1.416 3.074 0.679
O -0.707 2.868 1.303



72
Properties=species:S:1:pos:R:3 method="wB97M-V/def2-TZVPD" relative_energy_kcal_mol=79.9 max_force_ha_per_bohr=0.0721 gap_ha="0.1631 / 0.1436" homo_ev="-13.424 / -13.433" total_charge=+2
Sn -0.673 0.787 2.348
C 2.710 -3.401 0.983
C 2.975 -2.744 -0.160
C 2.374 -3.063 -1.478
C 0.884 -3.488 -1.493
C -0.082 -2.870 -0.528
C -0.157 -3.123 0.790
C 0.378 -4.437 1.283
C 1.888 -4.650 1.077
C -2.520 2.190 2.545
H 3.226 -3.151 1.903
H 3.850 -2.078 -0.213
H 2.940 -3.883 -1.958
H 2.501 -2.187 -2.137
H 0.535 -3.217 -2.513
H 0.857 -4.584 -1.393
H -0.939 -2.402 -1.023
H -0.781 -2.560 1.487
H -0.111 -5.259 0.712
H 0.126 -4.583 2.344
H 2.255 -5.181 1.976
H 2.047 -5.283 0.183
H -2.186 2.848 3.362
H -3.405 1.632 2.845
H -2.741 2.791 1.648
P -1.918 0.786 -0.304
P 1.101 2.302 -0.183
N -3.069 -0.710 0.068
N -2.966 1.370 -1.554
N 1.983 1.353 1.012
N 2.518 3.137 -0.674
C -0.469 0.162 -1.246
C 0.751 1.096 -1.560
C -3.553 -0.919 1.359
C -4.360 -2.047 1.390
C -4.390 -2.567 0.062
C -3.586 -1.733 -0.724
C -4.154 2.047 -1.213
C -4.635 2.686 -2.333
C -3.742 2.392 -3.409
C -2.738 1.587 -2.912
C 1.749 1.508 2.433
C 2.306 0.374 3.070
C 2.915 -0.408 2.092
C 2.660 0.168 0.848
C 3.825 2.715 -0.940
C 4.599 3.850 -1.164
C 3.755 4.993 -0.998
C 2.490 4.542 -0.686
H -0.846 -0.335 -2.154
H -0.072 -0.630 -0.584
H 1.628 0.455 -1.763
H 0.574 1.681 -2.489
H -3.302 -0.225 2.146
H -4.872 -2.427 2.264
H -4.941 -3.440 -0.256
H -3.382 -1.787 -1.784
H -4.519 2.005 -0.196
H -5.514 3.308 -2.384
H -3.817 2.751 -4.423
H -1.879 1.139 -3.382
H 1.729 2.513 2.844
H 2.256 0.202 4.134
H 3.518 -1.289 2.235
H 2.906 -0.176 -0.141
H 4.070 1.664 -0.919
H 5.641 3.853 -1.425
H 4.035 6.026 -1.097
H 1.566 5.031 -0.429
O -1.044 5.374 1.299
C -0.584 4.314 1.604
N -0.176 3.205 1.881



83
Properties=species:S:1:pos:R:3 method="wB97M-V/def2-TZVPD" relative_energy_kcal_mol=0.0 max_force_ha_per_bohr=0.0507 gap_ha=0.2061 homo_ev=-12.205 total_charge=+2
C -1.153 6.992 -3.634
C -1.462 5.633 -3.826
C -1.629 5.180 -5.146
C -1.423 6.072 -6.203
N -1.069 7.337 -6.001
C -0.967 7.804 -4.761
C -1.454 4.676 -2.733
C -1.248 3.736 -1.950
C -0.487 2.636 -1.400
C 0.683 2.938 -0.657
C 1.402 1.940 -0.012
C 0.983 0.601 -0.165
C -0.255 0.314 -0.759
C -1.009 1.319 -1.362
Sr -1.221 2.371 1.162
P 2.071 -0.817 0.167
H -1.792 4.124 -5.342
H -0.942 7.379 -2.643
H -1.523 5.715 -7.221
H -0.699 8.845 -4.626
H -2.001 1.101 -1.795
H 0.986 3.981 -0.559
H -0.639 -0.709 -0.691
H 2.271 2.189 0.599
C 1.528 -2.112 1.275
C 2.379 -3.380 1.271
H 0.476 -2.325 1.069
H 1.587 -1.642 2.265
H 2.447 -3.767 2.287
H 1.927 -4.166 0.664
H 3.406 -3.249 0.917
C 2.382 -1.483 -1.482
C 3.212 -0.603 -2.409
H 1.377 -1.662 -1.897
H 2.881 -2.452 -1.363
H 3.073 -0.966 -3.436
H 2.938 0.461 -2.400
H 4.273 -0.692 -2.158
C 3.431 0.062 0.930
C 4.638 -0.805 1.265
H 3.007 0.554 1.831
H 3.762 0.844 0.230
H 5.427 -0.143 1.651
H 4.438 -1.579 2.019
H 5.018 -1.311 0.365
Br -1.514 -0.328 2.122
P -2.787 -3.311 -1.989
C -0.943 -3.487 -1.897
C -0.485 -4.916 -2.208
H -0.608 -3.203 -0.885
H -0.510 -2.778 -2.621
H 0.589 -4.909 -2.438
H -0.651 -5.577 -1.345
H -1.025 -5.331 -3.072
C -3.220 -2.997 -0.233
C -4.585 -3.579 0.136
H -3.175 -1.921 -0.010
H -2.436 -3.482 0.362
H -4.655 -3.652 1.226
H -5.397 -2.936 -0.220
H -4.710 -4.581 -0.295
C -2.948 -1.643 -2.770
C -3.231 -1.713 -4.277
H -2.026 -1.073 -2.575
H -3.785 -1.147 -2.252
H -3.605 -0.734 -4.604
H -2.321 -1.947 -4.847
H -3.986 -2.479 -4.501
S 0.711 2.269 3.653
C 0.573 1.199 5.002
N -0.613 1.009 5.608
C -0.822 0.343 6.896
C 0.468 0.159 7.676
C 1.619 -0.244 6.763
N 1.634 0.545 5.528
H -1.415 1.393 5.115
H -1.320 -0.620 6.719
H -1.524 0.958 7.466
H 0.313 -0.621 8.434
H 0.711 1.106 8.173
H 1.532 -1.309 6.511
H 2.593 -0.119 7.251
H 2.521 0.714 5.066



13
Properties=species:S:1:pos:R:3 method="wB97M-V/def2-TZVPD" relative_energy_kcal_mol=110.7 max_force_ha_per_bohr=0.1794 gap_ha="0.2749 / 0.2748" homo_ev="-15.798 / -15.798" total_charge=+1 smiles="COC1=[N+]=CC=C1"
C 1.032 1.637 -1.219
C -0.254 1.346 -0.983
C 1.813 0.551 -0.597
C -0.246 0.159 -0.090
C -1.275 -1.706 1.343
N 1.018 -0.250 0.091
O -1.431 -0.653 0.449
H 1.369 2.445 -1.712
H -1.201 1.902 -1.177
H 2.868 0.570 -0.741
H -2.214 -2.039 1.392
H -0.877 -1.464 2.328
H -0.602 -2.496 0.917



no.,E_tot (hartree)
1,-308.34044
2,-271.59643
3,-707.60987
4,-636.60984
5,-1356.93827
6,-3301.84145
7,-4725.19439
8,-287.72452
9,-2333.12395
10,-4982.05374
11,-323.69353